DFT (ωB97M-V/def2-TZVPD) results for a cluster of 3 separate species, C36H66BFN9O8P3S2 in total at a distorted geometry.

Calculated values
Gap between HOMO and LUMO, eV: 6.7
Energy, eV: -121108.5796
LUMO energy, eV: -0.94
Largest force on an atom, eV/A: 7.95
Molecular weight, g mol⁻¹: 939.85
SMILES: CC(=O)OCCCCCN1c2cccc(CC(=O)F)c2Sc2c1c(S)c(B(N)O)c(N=C(C)C)c2P(O)O.CN(C)P(=O)(N(C)C)N(C)C.CN(C)P(=O)(N(C)C)N(C)C
HOMO energy, Eh: -0.28198

Last column: Mulliken charge in e.
CARTESIAN COORDINATES (ANGSTROEM)
S: 4.31600 1.57074 -0.74072  -0.319
S: -1.42458 3.19820 -0.58189  -0.277
P: -1.43786 -1.19684 4.84716  0.882
P: -2.42096 0.09486 -1.39107  0.048
P: -3.35467 -4.19559 -5.46760  0.825
F: -2.93844 3.48164 3.27901  -0.246
O: -4.64983 3.33773 1.76266  -0.516
O: -2.83973 -0.43368 0.21810  -0.483
O: -2.82291 -3.24602 -4.37598  -0.658
O: 3.32512 -1.85667 -2.90650  -0.645
O: -0.72101 -1.50632 3.51621  -0.664
O: 7.71312 4.79534 1.97583  -0.549
O: 6.87910 5.76633 -0.03007  -0.328
O: -2.62087 -1.34674 -2.32123  -0.268
N: -2.32793 -0.88658 6.34314  -0.078
N: 4.17075 -1.88251 -0.52047  -0.759
N: -1.77792 -4.37264 -6.17348  0.084
N: -4.00143 -5.21721 -6.75818  -0.021
N: -3.68048 -5.43209 -4.31688  0.309
N: -0.46501 -2.34632 5.71237  0.209
N: -0.76900 0.38613 4.90989  0.271
N: 0.22647 -1.99147 -1.80642  -0.454
N: 1.91515 3.72855 -0.30441  0.775
C: -1.51187 5.42608 1.30129  0.377
C: 7.54744 4.73693 0.71435  0.697
C: -5.45173 -5.35332 -6.81462  -1.101
C: 2.50137 1.26098 -0.87423  -0.047
C: -0.84736 -5.40620 -5.74516  -0.939
C: -1.32798 -3.73304 -0.66286  -0.872
C: 0.97808 4.55415 0.47230  -0.564
C: -1.99742 -1.22291 7.71156  -0.884
C: -3.49727 -0.02227 6.23636  -1.094
C: -0.25586 -3.61371 4.99738  -1.094
C: -3.59682 3.93918 2.10095  0.708
C: 8.13078 3.39571 0.00827  -0.725
C: -3.09100 5.20255 1.21687  -0.937
C: 2.51107 4.45116 -1.47882  -0.768
C: 0.74017 6.64130 2.21566  -0.789
C: 1.62505 5.67698 1.38465  -0.229
C: 4.17759 6.57473 -1.19078  -0.636
C: -1.01891 -3.11677 -6.26959  -1.103
C: -4.82762 -5.16167 -3.44794  -1.109
C: -3.44318 -6.85724 -4.39177  -0.914
C: 0.37827 -2.16600 0.79587  0.014
C: 0.56244 -0.59917 -1.44358  -0.497
C: -0.07101 1.95081 -0.82679  0.508
C: -3.31613 -6.08581 -7.69143  -0.844
C: 4.84899 7.34273 0.05240  -0.668
C: -0.19672 -2.57047 -0.66461  0.801
C: 5.97447 6.51111 0.83471  -0.388
C: 3.97968 4.99200 -0.98768  -0.176
C: 2.07546 -0.20484 -1.28102  0.161
C: -0.57012 4.48781 0.47476  0.968
C: 1.40553 2.38595 -0.63733  -1.044
C: -0.20887 1.11577 6.02635  -0.862
C: -0.54640 0.49558 -1.22048  0.113
C: 0.80353 -1.98357 6.32572  -1.093
C: -1.33962 1.32142 3.93821  -1.096
C: -0.83665 6.53088 2.16363  -0.686
B: 3.23538 -1.33424 -1.56358  0.909
H: 8.50674 3.59088 -1.05496  0.279
H: -1.92797 -1.39750 -3.02786  0.278
H: 3.13589 7.04732 -1.36130  0.264
H: 1.30871 -2.86597 6.74051  0.404
H: -2.31480 1.68939 4.26400  0.455
H: -2.42688 -7.10738 -4.68338  0.207
H: -1.46855 0.84757 2.96151  -0.037
H: 5.37417 8.28640 -0.37392  0.370
H: 0.54196 0.55194 6.57305  0.204
H: 4.74836 4.43777 -1.65641  0.374
H: 4.68993 -1.12275 -0.04313  0.274
H: 5.42058 5.77185 1.53436  0.227
H: -3.95898 -6.35206 -8.53833  0.343
H: -5.93601 -4.50443 -6.32440  0.323
H: -3.65493 6.11464 1.63324  0.403
H: -3.46474 5.01774 0.15446  0.297
H: 7.40185 2.51728 0.06786  0.092
H: -1.15617 -4.42479 0.23688  0.432
H: -2.33192 -3.20461 -0.49639  0.156
H: 3.60430 -2.31996 0.22805  0.291
H: -2.53671 0.23575 0.87465  0.347
H: 0.53367 -3.52781 4.24305  0.321
H: -1.49413 7.26318 2.75935  0.274
H: 1.51916 -1.97655 0.75987  -0.254
H: 1.49143 -1.51164 5.61321  0.258
H: 0.23372 -3.00248 1.57463  0.187
H: 2.76623 5.82918 1.44426  0.325
H: 0.66395 -1.33878 7.18920  0.280
H: 1.86205 5.36340 -1.71321  0.345
H: 0.33259 2.00291 5.68016  0.348
H: -1.65672 -2.25363 7.81928  0.288
H: -1.66538 -2.29144 -6.57663  0.363
H: 3.30901 -1.13621 -3.57834  0.306
H: -2.44645 -5.60949 -8.14612  0.282
H: -1.17686 -6.39628 -6.04890  0.292
H: -4.83290 -4.12210 -3.11099  0.269
H: 4.09782 7.74547 0.82737  0.245
H: -0.97079 1.46947 6.73041  0.259
H: 2.59811 3.76147 -2.40056  0.425
H: -5.81984 -5.36496 -7.84516  0.399
H: -4.31658 -0.36488 6.87585  0.414
H: -0.11359 -1.18000 1.14741  -0.019
H: -4.80339 -5.77091 -2.53910  0.375
H: -5.78758 -6.27105 -6.31858  0.295
H: -3.55354 -7.32331 -3.40655  0.381
H: 9.03887 3.10040 0.66414  0.312
H: -2.87436 -1.15264 8.36528  0.338
H: -5.77459 -5.35318 -3.96340  0.293
H: -1.24415 -0.54670 8.12424  0.281
H: 0.02821 -4.40917 5.69291  0.355
H: -3.25721 1.01178 6.50854  0.292
H: -1.17272 -3.93835 4.50021  0.353
H: 4.70830 1.69977 0.58730  0.162
H: -0.67087 -5.38590 -4.66262  0.116
H: -3.88369 -0.02422 5.21360  0.316
H: 4.78543 6.83070 -2.13717  0.353
H: -0.68734 2.18361 3.76835  0.434
H: -1.28516 -4.37067 -1.61235  0.085
H: 4.14066 4.62839 0.09115  0.191
H: -4.14222 -7.37172 -5.06111  0.218
H: 0.12512 -5.29319 -6.24229  0.400
H: -0.55113 -2.85198 -5.31529  0.300
H: -0.22778 -3.19829 -7.02098  0.348
H: 6.64036 7.16451 1.52348  0.407
H: 1.17505 7.48778 2.86113  0.302
H: -3.01157 -7.02490 -7.22208  0.271